No. 1
Computed, not measured: C22H37ClP2Zr as an isolated structure at a distorted geometry, with ωB97M-V/def2-TZVPD.

Structure (XYZ):
```
63
Properties=species:S:1:pos:R:3
P -0.060 -2.736 0.190
P -1.428 2.835 0.554
C -1.533 -0.179 -0.426
C -1.507 1.309 -0.713
H -1.897 -0.490 0.617
H -2.206 -0.809 -1.032
H -0.482 1.697 -1.130
H -2.347 1.634 -1.380
C -2.910 3.607 -0.266
H -3.308 4.362 0.433
H -3.667 2.815 -0.425
H -2.685 4.106 -1.226
C 0.079 3.598 -0.319
H -0.018 3.781 -1.392
H 0.968 2.958 -0.211
H 0.310 4.552 0.152
C -1.532 -3.603 0.768
H -1.417 -4.093 1.740
H -1.653 -4.311 -0.071
H -2.356 -2.893 0.828
C 1.029 -4.107 -0.346
H 2.098 -3.854 -0.334
H 0.742 -4.262 -1.394
H 0.787 -4.968 0.294
Zr 0.719 0.134 -1.148
C 1.397 1.367 -2.850
C 0.037 1.504 -3.183
C -0.782 0.541 -3.971
C -0.313 -0.938 -3.820
C 0.407 -1.347 -2.562
C 1.910 -1.212 -2.423
C 2.808 -0.591 -3.523
C 2.266 0.764 -3.982
C 0.777 -2.258 1.736
H 1.896 2.216 -2.373
H -0.381 2.524 -3.141
H -0.861 0.836 -5.057
H -1.837 0.746 -3.669
H -1.266 -1.484 -3.898
H 0.278 -1.166 -4.713
H -0.095 -2.225 -2.081
H 2.425 -2.067 -1.932
H 3.000 -1.270 -4.370
H 3.835 -0.432 -3.146
H 3.105 1.416 -4.236
H 1.696 0.649 -4.911
H 1.014 -1.225 1.492
H 1.649 -2.926 1.782
H 0.328 -2.237 2.760
Cl -1.964 -1.335 4.137
C -0.880 -0.222 4.855
C -0.671 -0.206 6.229
C 0.325 0.601 6.797
C 1.254 1.199 5.938
C 1.044 1.226 4.573
C -0.101 0.619 3.978
C -0.324 0.813 2.623
H -1.346 -0.736 6.886
H 0.509 0.651 7.873
H 2.067 1.778 6.359
H 1.810 1.657 3.922
H 0.307 1.502 2.032
H -1.052 0.188 2.103
```

2S+1	1
HOMO-LUMO gap	4.305	eV
LUMO	-8.69	eV
charge	+2
ΔE to the lowest compared entry with this formula, charge and spin	571.2	kJ/mol
E_tot	-55770.664	eV
HOMO	-0.4775	hartree
strongest force on any atom	5.3	eV/A

These are the Löwdin partial charges, in e, on atoms 1 to 5: atom 1 (P): 0.787, atom 2 (P): 0.960, atom 3 (C): -0.301, atom 4 (C): -0.474, atom 5 (H): 0.038

No. 2
Computed, not measured: a 6-piece molecular cluster, C22H37NO15 overall at a distorted geometry, with ωB97M-V/def2-TZVPD.

Structure (XYZ):
```
75
Properties=species:S:1:pos:R:3
C 18.036 -4.717 10.601
C 18.195 -4.750 9.073
C 17.236 -3.799 8.314
O 18.219 -3.135 7.520
C 19.476 -3.319 7.833
O 20.468 -2.841 7.341
O 19.497 -4.297 8.783
H 18.734 -5.583 10.974
H 17.065 -4.838 11.133
H 18.476 -3.732 10.871
H 18.060 -5.750 8.532
H 16.814 -2.987 8.896
H 16.455 -4.334 7.736
C 16.151 0.159 9.136
C 16.110 0.404 7.631
C 15.435 1.726 7.326
O 16.489 2.385 6.825
C 17.496 1.777 6.733
O 18.590 2.213 6.379
O 17.421 0.614 7.114
H 15.226 0.409 9.617
H 16.775 0.811 9.699
H 16.561 -0.854 9.356
H 15.721 -0.563 7.223
H 14.959 2.253 8.109
H 14.735 1.679 6.515
C 21.001 1.891 9.190
C 19.764 1.176 9.781
C 19.684 -0.330 9.486
O 18.924 -0.700 10.666
C 19.084 0.240 11.604
O 18.473 0.185 12.631
O 19.770 1.325 11.179
H 21.018 2.985 9.528
H 20.958 1.956 8.059
H 22.006 1.426 9.361
H 18.901 1.735 9.287
H 20.664 -0.756 9.613
H 19.265 -0.603 8.496
C 16.816 -2.402 12.875
O 16.679 -3.456 13.689
C 15.580 -3.576 14.428
O 14.739 -2.457 14.433
O 15.280 -4.678 15.074
C 14.038 -4.808 15.716
H 16.791 -1.663 13.638
H 16.097 -2.104 12.109
H 17.865 -2.463 12.434
H 13.748 -3.930 16.292
H 14.043 -5.669 16.400
H 13.215 -4.857 15.030
C 14.137 3.853 10.526
O 15.145 4.397 9.640
C 16.485 4.030 9.868
O 16.904 3.099 10.790
O 17.418 4.805 9.327
C 18.830 4.702 9.568
H 13.316 4.511 10.451
H 14.453 4.037 11.555
H 13.730 2.864 10.326
H 19.269 4.107 10.428
H 19.208 5.815 9.577
H 19.228 4.257 8.589
C 21.643 0.153 5.715
C 20.847 0.750 4.493
C 21.792 1.046 3.405
C 22.563 2.307 3.625
N 23.152 3.244 3.893
H 21.032 -0.212 6.556
H 22.107 1.075 6.023
H 22.453 -0.531 5.341
H 20.414 1.702 4.790
H 20.091 0.040 4.175
H 21.232 1.212 2.513
H 22.451 0.225 3.142
```

2S+1	1
SMILES	C[C@H]1COC(=O)O1.C[C@H]1COC(=O)O1.C[C@H]1COC(=O)O1.COC(=O)OC.COC(=O)OC.CCCC#N
HOMO-LUMO gap	10.251	eV
LUMO	0.22	eV
charge	0
ΔE to the lowest compared entry with this formula, charge and spin	514.7	kJ/mol
E_tot	-55610.330	eV
HOMO	-0.3685	hartree
strongest force on any atom	11.7	eV/A

These are the Löwdin partial charges, in e, on atoms 1 to 5: atom 1 (C): -0.018, atom 2 (C): -0.333, atom 3 (C): -0.058, atom 4 (O): 0.056, atom 5 (C): -0.570

No. 3
Computed, not measured: C22H38Ag2N2O14Zn2 as an isolated structure at a distorted geometry, with ωB97M-V/def2-TZVPD.

Structure (XYZ):
```
80
Properties=species:S:1:pos:R:3
Zn -4.397 -1.818 -0.164
Zn -1.834 -2.475 2.583
Ag -2.697 1.434 -0.273
Ag -2.043 -1.513 -2.391
C -6.221 -1.983 2.308
O -6.172 -1.515 3.426
O -6.992 -2.839 1.900
O -5.291 -1.505 1.643
C -2.454 -1.146 4.703
O -1.920 -2.232 4.618
O -3.685 -1.322 4.908
O -2.420 -0.659 3.558
C -4.936 0.322 -1.678
O -4.795 1.499 -1.352
O -3.936 -0.322 -1.484
O -5.806 -0.303 -1.044
C -1.402 -1.122 0.462
O -1.106 -0.539 -0.520
O -2.548 -1.502 0.842
O -0.656 -1.555 1.301
C 3.297 -1.163 -2.477
C 3.129 -2.702 -2.331
C 4.502 -3.458 -2.170
C 5.152 -3.334 -0.811
C 4.191 -3.945 0.198
C 2.746 -3.376 0.217
N 2.277 -3.121 -1.142
O 1.029 -2.580 -1.229
C 1.805 -4.283 1.042
C 3.046 -2.053 0.969
C 2.646 -3.378 -3.710
H 2.309 -0.752 -2.686
H 3.877 -1.088 -3.397
H 3.842 -0.732 -1.637
H 4.375 -4.519 -2.385
H 5.221 -3.081 -2.898
H 5.402 -2.312 -0.524
H 6.006 -4.006 -0.897
H 4.529 -3.838 1.228
H 4.292 -5.025 0.089
H 2.209 -4.647 1.986
H 0.874 -3.751 1.237
H 1.514 -5.100 0.381
H 3.602 -2.085 1.906
H 3.318 -1.244 0.290
H 2.098 -1.645 1.319
H 1.828 -2.830 -4.178
H 2.224 -4.383 -3.710
H 3.453 -3.380 -4.443
H 0.846 -2.036 -0.460
C -1.801 3.370 -2.335
C -1.134 3.878 -1.055
C -2.235 4.578 -0.300
C -2.031 5.066 1.111
C -1.509 3.909 1.970
C -0.334 3.124 1.260
N -0.616 2.840 -0.183
O 0.422 2.123 -0.749
C 1.028 3.932 1.588
C -0.394 1.792 2.064
C -0.045 4.857 -1.487
H -1.966 4.189 -3.035
H -1.237 2.550 -2.778
H -2.760 2.878 -2.173
H -2.335 5.480 -0.903
H -3.200 4.073 -0.251
H -1.461 5.980 1.279
H -2.974 5.275 1.617
H -2.302 3.169 2.082
H -1.140 4.359 2.891
H 1.353 3.966 2.628
H 0.936 4.948 1.205
H 1.950 3.563 1.140
H 0.497 1.183 1.915
H -1.295 1.188 1.962
H -0.538 1.993 3.125
H 0.710 4.402 -2.128
H -0.469 5.612 -2.149
H 0.436 5.451 -0.710
H 0.115 1.213 -0.724
```

2S+1	3
HOMO-LUMO gap (alpha / beta)	4.479 / 4.369	eV
LUMO (alpha / beta)	3.81 / 3.74	eV
charge	-2
E_tot	-159897.721	eV
HOMO (alpha / beta)	-0.0247 / -0.0230	hartree
expectation value of S²	2.03
strongest force on any atom	14.1	eV/A

These are the Löwdin partial charges, in e, on atoms 1 to 5: atom 1 (Zn): 0.875, atom 2 (Zn): 0.983, atom 3 (Ag): 0.862, atom 4 (Ag): 0.410, atom 5 (C): -1.015